90
Properties=species:S:1:pos:R:3:mulliken_charge:R:1 method="wB97M-V/def2-TZVPD" total_charge=+1 orbital_gap_ev=6.1 spin_multiplicity=1 fmax_ha_per_bohr=0.183
C 6.504 -0.608 0.623 -0.775
C 6.275 0.006 -0.887 -0.298
O 5.038 -0.559 -1.449 -0.365
C 4.039 0.475 -1.761 -0.341
C 2.894 0.670 -0.558 -0.912
N 1.511 0.944 -1.164 0.517
C 0.660 -0.291 -1.532 0.122
C 1.146 -1.847 -1.365 -0.378
C 0.232 -2.755 -0.346 -0.380
C -0.311 -1.968 0.985 -0.677
C -1.524 -2.822 1.759 0.767
F -2.434 -3.514 0.771 -0.318
F -0.980 -3.917 2.624 -0.286
C -2.541 -1.803 2.611 0.541
F -3.698 -2.672 3.035 -0.246
F -3.141 -0.752 1.731 -0.204
F -1.923 -1.276 3.850 -0.214
C -0.864 -0.096 -2.195 -0.231
N -1.659 -1.358 -2.591 -0.358
C -1.467 1.410 -2.422 -0.291
C -2.965 1.534 -3.085 0.068
C -4.067 0.764 -2.089 -0.773
F -2.998 0.976 -4.489 -0.359
C -0.510 2.718 -2.006 0.222
P -1.285 4.430 -2.293 1.081
O -0.464 5.665 -1.760 -0.634
O -2.814 4.443 -1.388 -0.538
O -1.700 4.671 -3.999 -0.548
C 0.974 2.372 -1.406 0.132
C 1.949 3.682 -1.044 -0.750
C 1.578 4.388 0.392 -0.366
O 2.152 3.714 1.573 -0.345
C 0.957 3.116 2.246 0.346
O 0.301 3.877 3.129 -0.449
H 5.448 -0.967 1.011 0.202
H 7.264 -1.523 0.579 0.265
H 6.900 0.265 1.303 0.280
H 6.292 1.173 -0.801 0.236
H 7.160 -0.321 -1.607 0.315
H 3.430 0.180 -2.735 0.249
H 4.513 1.542 -2.006 0.367
H 3.296 1.541 0.112 0.385
H 2.898 -0.297 0.142 0.371
H 2.268 -1.994 -1.072 0.307
H 1.025 -2.347 -2.443 0.176
H -0.596 -3.270 -0.994 0.008
H 0.935 -3.634 0.051 0.483
H -0.762 -0.905 0.788 0.264
H 0.587 -1.962 1.770 0.344
H -2.133 -1.226 -3.511 0.381
H -2.318 -1.636 -1.833 0.241
H -3.367 2.636 -3.185 0.380
H -4.438 -0.227 -2.609 0.267
H -3.572 0.435 -1.056 0.080
H -5.021 1.453 -1.905 0.314
H -2.735 5.185 -0.716 0.339
H -1.186 4.036 -4.579 0.378
H 3.087 3.413 -1.015 0.240
H 1.814 4.413 -1.978 0.469
H 2.048 5.485 0.352 0.323
H 0.412 4.525 0.517 0.283
H 0.670 2.030 1.915 0.240
O 2.073 -4.377 -3.147 -0.603
C 1.316 -5.313 -3.408 0.762
O 1.140 -5.716 -4.685 -0.339
C 0.431 -6.905 -5.077 -0.409
C -1.062 -6.641 -5.161 -0.928
C 0.510 -5.965 -2.322 -0.896
H 0.674 -7.743 -4.418 0.369
H 0.802 -7.173 -6.071 0.310
H -1.476 -6.350 -4.192 0.251
H -1.591 -7.532 -5.510 0.358
H -1.265 -5.816 -5.851 0.295
H -0.384 -5.365 -2.129 0.155
H 1.121 -6.010 -1.414 0.310
H 0.221 -6.990 -2.542 0.393
O -2.218 3.664 9.627 -0.575
C -2.490 3.423 8.450 0.727
O -1.572 2.860 7.637 -0.364
C -1.844 2.370 6.311 -0.414
C -1.767 3.495 5.294 -0.730
C -3.817 3.831 7.877 -0.857
H -2.797 1.835 6.277 0.350
H -1.066 1.634 6.087 0.252
H -2.516 4.267 5.489 0.281
H -1.922 3.110 4.282 0.231
H -0.790 3.985 5.340 0.287
H -3.777 4.886 7.597 0.234
H -4.587 3.687 8.644 0.304
H -4.129 3.237 7.021 0.297

41
Properties=species:S:1:pos:R:3:nbo_charge:R:1 method="wB97M-V/def2-TZVPD" total_charge=+1 orbital_gap_ev=9.9 spin_multiplicity=1 fmax_ha_per_bohr=0.215
N 0.424 0.401 -0.024 -0.799
H 0.452 0.766 -0.810 0.403
H -0.512 0.328 0.120 0.445
H 0.931 0.894 0.784 0.474
H 0.921 -0.437 -0.105 0.453
O -3.331 0.830 -2.147 -0.949
H -2.745 0.237 -1.636 0.466
H -2.601 1.337 -2.378 0.464
O 1.901 -2.195 -2.079 -0.958
H 2.407 -1.440 -1.858 0.471
H 1.244 -1.728 -2.646 0.487
O -2.543 1.064 1.690 -0.980
H -2.707 0.413 2.392 0.511
H -3.321 1.759 1.666 0.523
O -1.122 2.490 -2.249 -0.937
H -0.798 3.109 -1.563 0.475
H -0.587 2.847 -2.904 0.471
O 3.153 -0.668 1.393 -0.944
H 3.876 -0.945 0.844 0.475
H 3.433 0.199 1.706 0.472
O -0.322 2.263 2.198 -0.986
H -1.162 1.833 1.894 0.487
H -0.622 2.496 2.982 0.457
O -0.645 -1.295 2.484 -0.991
H -0.551 -2.222 2.652 0.490
H -0.199 -0.800 3.309 0.483
O 1.454 0.382 3.772 -0.905
H 0.798 0.005 4.559 0.451
H 0.913 1.158 3.679 0.469
O 2.949 0.638 -2.443 -0.944
H 3.820 0.890 -2.299 0.477
H 2.622 1.547 -2.602 0.470
O 0.763 -3.686 0.382 -0.927
H 1.086 -3.327 -0.488 0.485
H 0.001 -3.215 0.305 0.435
O -2.393 -1.121 -0.398 -0.933
H -2.846 -0.925 0.362 0.476
H -2.476 -2.004 -0.333 0.471
O -0.463 -0.553 -3.042 -0.978
H -0.179 -0.055 -3.843 0.491
H -1.024 -1.269 -3.327 0.498

38
Properties=species:S:1:pos:R:3:nbo_charge:R:1 method="wB97M-V/def2-TZVPD" smiles="COCc1nnc(NC(=O)CCN2C(=O)c3ccccc3C2=O)s1" orbital_gap_ev=8.9 spin_multiplicity=1 fmax_ha_per_bohr=0.031
C -4.545 -2.552 0.651 -0.259
O -5.188 -1.460 1.267 -0.514
C -5.374 -0.343 0.434 -0.112
C -4.097 0.328 0.044 0.018
N -3.509 1.234 0.729 -0.222
N -2.369 1.671 0.222 -0.342
C -2.041 1.100 -0.889 0.260
N -0.928 1.335 -1.633 -0.628
C 0.237 2.001 -1.305 0.708
O 1.165 1.950 -2.078 -0.579
C 0.290 2.727 0.014 -0.528
C 0.564 1.729 1.153 -0.219
N 1.629 0.818 0.803 -0.478
C 1.416 -0.360 0.108 0.683
O 0.329 -0.790 -0.201 -0.578
C 2.761 -0.926 -0.137 -0.060
C 3.147 -2.088 -0.771 -0.187
C 4.510 -2.352 -0.860 -0.191
C 5.446 -1.479 -0.328 -0.193
C 5.055 -0.307 0.312 -0.156
C 3.705 -0.044 0.399 -0.136
C 2.978 1.099 1.000 0.688
O 3.399 2.075 1.563 -0.544
S -3.216 -0.097 -1.425 0.313
H -3.492 -2.341 0.435 0.175
H -5.050 -2.834 -0.281 0.162
H -4.604 -3.374 1.360 0.201
H -5.968 0.360 1.023 0.226
H -5.924 -0.628 -0.477 0.175
H -0.854 0.801 -2.492 0.422
H 1.110 3.444 -0.043 0.243
H -0.652 3.235 0.215 0.264
H 0.867 2.273 2.049 0.239
H -0.331 1.141 1.361 0.243
H 2.413 -2.763 -1.184 0.232
H 4.844 -3.253 -1.352 0.220
H 6.497 -1.711 -0.415 0.220
H 5.778 0.379 0.726 0.233

59
Properties=species:S:1:pos:R:3:nbo_charge:R:1 method="wB97M-V/def2-TZVPD" total_charge=-1 orbital_gap_ev=8.4 spin_multiplicity=1 fmax_ha_per_bohr=0.173
C 0.085 -0.023 2.371 -0.648
C 1.193 1.205 2.337 -0.430
C 2.015 1.301 0.900 -0.606
Cl 2.924 -0.298 0.478 -0.181
Ga 0.671 1.805 -0.590 0.909
C 1.303 1.126 -2.484 -0.930
C 0.184 1.770 -3.545 0.472
O -0.980 1.069 -3.618 -0.610
Br 0.541 3.461 -4.573 -0.052
H -0.696 0.081 1.505 0.248
H -0.507 0.009 3.393 0.194
H 0.568 -1.090 2.269 0.210
H 0.658 2.261 2.485 0.215
H 1.927 1.096 3.253 0.188
H 2.836 2.137 0.940 0.211
H -0.802 1.142 -0.396 -0.323
H 0.486 3.412 -0.770 -0.324
H 1.287 -0.046 -2.457 0.251
H 2.399 1.468 -2.712 0.222
C -3.439 2.936 -4.358 -0.627
C -3.649 4.120 -3.427 -0.395
C -3.684 3.727 -1.947 -0.404
C -4.824 2.786 -1.544 -0.397
C -6.236 3.294 -1.848 -0.397
C -6.590 4.572 -1.102 -0.608
H -4.261 2.219 -4.292 0.186
H -3.382 3.280 -5.396 0.193
H -2.505 2.415 -4.124 0.253
H -4.566 4.649 -3.706 0.174
H -2.826 4.830 -3.577 0.203
H -3.736 4.642 -1.344 0.187
H -2.732 3.249 -1.685 0.233
H -4.743 2.588 -0.467 0.198
H -4.688 1.816 -2.037 0.207
H -6.954 2.516 -1.562 0.191
H -6.364 3.449 -2.924 0.193
H -6.507 4.428 -0.020 0.198
H -7.620 4.865 -1.327 0.197
H -5.939 5.402 -1.392 0.203
C 3.552 -7.090 2.259 -0.609
C 3.726 -6.017 3.322 -0.397
C 2.926 -4.743 3.034 -0.396
C 3.316 -4.000 1.751 -0.405
C 4.783 -3.572 1.658 -0.398
C 5.192 -2.587 2.742 -0.615
H 3.923 -6.758 1.286 0.204
H 4.112 -7.989 2.538 0.201
H 2.499 -7.368 2.153 0.200
H 4.789 -5.784 3.442 0.192
H 3.391 -6.424 4.285 0.194
H 3.025 -4.066 3.891 0.200
H 1.862 -4.999 2.974 0.198
H 2.681 -3.109 1.662 0.225
H 3.078 -4.625 0.882 0.195
H 4.946 -3.100 0.681 0.210
H 5.441 -4.447 1.689 0.182
H 4.573 -1.685 2.703 0.224
H 6.236 -2.286 2.602 0.201
H 5.105 -3.024 3.740 0.189

83
Properties=species:S:1:pos:R:3:mulliken_charge:R:1 method="wB97M-V/def2-TZVPD" total_charge=-1 orbital_gap_ev=4.5 spin_multiplicity=1 fmax_ha_per_bohr=0.275
O 1.792 0.450 2.021 -0.603
C 2.281 0.099 0.828 0.704
O 3.160 -1.076 0.754 -0.047
C 3.017 -1.844 -0.467 -0.044
C 2.312 -3.275 -0.459 -0.909
P 1.541 -3.966 1.121 0.529
F 0.737 -4.620 2.532 -0.484
C 0.084 -2.711 0.959 -0.415
B -1.352 -3.357 0.523 0.642
O -2.567 -2.547 0.892 -0.549
O -1.619 -4.594 -0.222 -0.627
H 1.938 0.708 -0.115 -0.240
H 4.111 -1.966 -0.933 0.177
H 2.447 -1.147 -1.252 0.027
H 1.454 -3.269 -1.292 0.139
H 3.085 -4.094 -0.856 0.360
H 2.287 -3.113 2.021 -0.202
H 2.628 -4.942 1.299 0.099
H 0.880 -4.975 0.332 -0.194
H 0.315 -1.798 0.261 -0.084
H -0.088 -2.250 2.047 0.014
H -2.357 -1.593 0.589 0.273
H -2.362 -4.488 -0.897 0.236
C 0.431 2.842 -2.148 -0.919
C 1.659 2.034 -2.238 0.548
N 2.629 1.395 -2.310 -0.492
H 0.450 3.510 -1.280 0.409
H 0.292 3.468 -3.035 0.338
H -0.461 2.213 -2.053 0.193
C -1.977 2.533 -5.133 -0.731
C -2.557 3.329 -4.037 0.416
N -3.015 3.957 -3.172 -0.463
H -2.551 1.619 -5.316 0.212
H -1.954 3.095 -6.073 0.311
H -0.948 2.231 -4.912 0.281
C -4.274 -4.656 3.060 -0.487
C -5.619 -4.998 3.552 0.195
N -6.682 -5.268 3.940 -0.457
H -4.250 -3.658 2.609 0.054
H -3.534 -4.664 3.868 0.319
H -3.929 -5.364 2.299 0.355
C -6.110 3.140 -5.029 -0.720
C -5.720 2.226 -6.116 0.443
N -5.412 1.504 -6.975 -0.457
H -5.267 3.753 -4.694 0.186
H -6.904 3.825 -5.342 0.278
H -6.480 2.594 -4.155 0.273
C 5.776 2.169 1.736 -1.128
C 4.921 0.988 1.533 0.642
N 4.245 0.055 1.374 -0.302
H 6.587 1.965 2.443 0.236
H 6.240 2.498 0.800 0.307
H 5.208 3.018 2.131 0.270
C 6.352 3.187 5.836 -0.769
C 6.486 3.961 4.591 0.350
N 6.593 4.573 3.607 -0.467
H 6.046 3.820 6.675 0.343
H 5.604 2.393 5.740 0.337
H 7.296 2.709 6.119 0.215
C 8.826 3.419 9.512 -0.837
C 7.819 2.648 8.763 0.466
N 7.025 2.038 8.171 -0.436
H 9.717 3.616 8.907 0.271
H 8.433 4.388 9.837 0.266
H 9.156 2.887 10.411 0.288
C -2.999 -2.281 -3.109 -0.901
C -1.793 -1.659 -2.539 0.487
N -0.839 -1.168 -2.088 -0.356
H -3.529 -1.596 -3.780 0.282
H -2.757 -3.178 -3.688 0.294
H -3.707 -2.581 -2.329 0.250
C -5.348 1.396 -10.314 -0.609
C -5.214 2.170 -11.560 0.300
N -5.107 2.782 -12.543 -0.374
H -5.654 2.030 -9.475 0.142
H -6.096 0.602 -10.410 0.270
H -4.404 0.918 -10.031 0.261
C -4.448 -1.596 5.188 -0.729
C -4.314 -0.822 3.943 0.427
N -4.207 -0.210 2.959 -0.434
H -4.754 -0.963 6.027 0.313
H -5.196 -2.390 5.092 0.180
H -3.504 -2.074 5.472 0.261

9
Properties=species:S:1:pos:R:3:nbo_charge:R:1 method="wB97M-V/def2-TZVPD" smiles="C=CC(=O)C#N" orbital_gap_ev=10.1 spin_multiplicity=1 fmax_ha_per_bohr=0.109
C 0.925 0.804 0.376 -0.258
C 0.736 -0.261 -0.541 -0.313
C -0.613 -0.755 -0.690 0.444
O -0.986 -1.564 -1.421 -0.440
C -1.521 -0.020 0.202 0.159
N -2.172 0.198 1.150 -0.259
H 0.154 1.119 1.093 0.215
H 1.795 1.273 0.692 0.203
H 1.682 -0.795 -0.861 0.250